Entry 1:
{
  "formula": "C17H19BrIInN3O2",
  "method": "the ωB97M-V functional and the def2-TZVPD basis",
  "total_charge": 3,
  "e_lumo_ev": -15.1,
  "multiplicity": 1,
  "gap_ev": 2.635,
  "species": ["I", "In", "Br", "O", "O", "N", "N", "N", "C", "C", "C", "C", "C", "C", "C", "C", "C", "C", "C", "C", "C", "C", "C", "C", "C", "H", "H", "H", "H", "H", "H", "H", "H", "H", "H", "H", "H", "H", "H", "H", "H", "H", "H", "H"],
  "coordinates": [[-4.15650, 2.04044, -0.51828], [-1.64927, -0.41654, 3.09630], [-3.68653, -5.21294, -2.20184], [-3.26984, -1.08984, 0.89461], [4.02392, 0.10635, 1.86390], [-2.73721, -2.92982, 2.54257], [-2.80144, -2.87499, -1.05295], [-0.50707, -2.68612, -2.90535], [-2.12301, -0.86623, 0.07096], [-1.50359, 1.26527, 1.38666], [-1.23543, 0.24824, 0.23661], [2.27182, 1.20931, -1.21009], [-1.92665, -1.89833, -0.99823], [-1.35607, -3.66320, -2.92189], [-2.27077, 3.05866, -0.34710], [-3.06477, -2.12137, 1.77253], [3.82914, 0.07968, 0.45610], [3.34257, 1.46588, -0.06378], [0.02675, -0.70838, -1.74046], [-1.51879, 2.77614, 0.97553], [0.85880, 1.45772, -0.58361], [-0.81507, -1.77972, -1.90172], [-0.12843, 0.32494, -0.70382], [3.14305, -0.81752, 2.48313], [-2.51680, -3.77650, -2.02745], [-1.63988, 2.87321, -1.22808], [-1.20100, -4.46310, -3.65944], [2.44000, 0.18696, -1.56613], [4.16560, 2.01148, -0.56067], [-0.47377, 3.12821, 0.96899], [-2.48544, 1.06635, 1.91680], [-1.99110, 3.33453, 1.80412], [4.75429, -0.20605, -0.08612], [3.06657, -0.70305, 0.25534], [3.35836, -1.84679, 2.13297], [0.93363, 1.67908, 0.49966], [3.29388, -0.76247, 3.57109], [2.07546, -0.56742, 2.27227], [0.37293, 2.34612, -1.04504], [2.97618, 2.13526, 0.72882], [2.41803, 1.96445, -1.99666], [0.87531, -0.63390, -2.42942], [-2.49346, 4.13958, -0.36918], [-0.67436, 1.12636, 2.18836]],
  "forces_ev_per_a": [[0.4, 0.2, -0.1], [0.5, -2.1, 3.7], [1.1, 1.2, 0.1], [1.3, -1.1, 0.8], [-0.7, -0.4, -0.7], [-0.6, 0.8, -0.9], [0.7, 0.0, -0.4], [-1.5, -0.3, 1.1], [1.0, 1.6, 0.0], [0.9, 1.2, -0.6], [-1.9, -2.0, 0.2], [0.0, 1.1, 1.1], [-0.5, 0.0, 0.2], [0.2, -0.9, -1.0], [0.7, 0.8, 0.4], [-0.2, 0.1, -1.4], [-0.4, 0.4, 0.5], [0.4, -0.2, -1.1], [0.1, 0.4, 0.2], [-0.3, -0.3, 0.3], [-0.2, -1.6, -0.4], [1.0, 1.4, 0.3], [-0.3, 0.2, 0.5], [0.4, -0.1, 0.7], [-0.9, -0.9, 0.0], [-0.6, -0.3, 0.2], [-0.2, 0.3, 0.3], [-0.2, 0.5, -0.2], [-0.2, -0.2, 0.4], [-0.5, 0.1, -0.4], [0.6, 0.5, -1.3], [0.1, -0.3, -0.4], [-0.3, 0.1, 0.4], [0.4, 0.3, -0.2], [-0.2, 0.4, 0.1], [0.0, 0.1, -0.5], [0.0, 0.0, -0.4], [0.3, -0.1, -0.1], [0.4, -0.3, 0.1], [0.1, -0.5, -0.1], [0.1, -0.6, 0.1], [-0.4, 0.0, 0.2], [-0.1, -0.5, -0.1], [-0.7, 1.0, -1.6]]
}

=====

Entry 2:
{
  "formula": "C17H19BrIrNO4S",
  "method": "the ωB97M-V functional and the def2-TZVPD basis",
  "total_charge": 2,
  "e_lumo_ev": [-6.6, -9.5],
  "multiplicity": 5,
  "s2": 6.02,
  "gap_ev": [4.587, 5.761],
  "species": ["Ir", "Br", "S", "O", "O", "O", "O", "N", "C", "C", "C", "C", "C", "C", "C", "C", "C", "C", "C", "C", "C", "C", "C", "C", "C", "H", "H", "H", "H", "H", "H", "H", "H", "H", "H", "H", "H", "H", "H", "H", "H", "H", "H", "H"],
  "coordinates": [[-1.23152, 1.21168, -0.80181], [-3.99248, -5.93127, 2.23182], [2.26300, -0.56646, 0.35770], [0.38511, 1.16058, -2.27251], [2.15585, -0.13508, -1.13743], [-1.48870, -0.69257, -0.88098], [-2.54621, 0.46620, 0.56977], [-1.03202, 3.01842, -0.99394], [-3.78258, -4.27210, 1.53645], [-3.13791, -2.00082, 1.97281], [-3.01786, -1.87027, 0.60578], [-2.31526, -0.69128, 0.14397], [1.02939, 2.51056, -2.24602], [0.28154, 4.91762, -1.55729], [3.95523, -0.16017, 0.87437], [-3.21973, -2.88994, -0.31505], [2.45066, -2.37173, 0.30088], [-3.67849, -4.09573, 0.16778], [3.81361, -2.67951, 0.96307], [-1.95270, 5.23020, -0.68980], [4.75123, -1.42864, 1.08126], [0.07237, 3.51196, -1.66909], [-0.72178, 5.78764, -1.09492], [-3.47028, -3.28552, 2.44946], [-2.09868, 3.80185, -0.63257], [1.53396, -2.75227, 0.86098], [4.27654, 0.54109, 0.09810], [1.95907, 2.57263, -1.68817], [1.25115, 5.31561, -1.74874], [3.76833, 0.44634, 1.84803], [-2.89334, 5.84859, -0.63546], [2.56548, -2.54261, -0.74150], [-4.07277, -4.93177, -0.51951], [-3.47744, -3.56170, 3.53298], [-2.99752, 3.34680, -0.15992], [-3.04874, -2.59986, -1.28884], [-2.91062, -1.08664, 2.57095], [4.24061, -3.46747, 0.34902], [-0.45830, 6.80703, -0.92117], [3.59722, -3.08073, 1.97609], [5.29277, -1.33028, 2.02938], [5.49738, -1.43372, 0.37456], [1.28405, 2.76605, -3.24678], [1.12042, 0.59730, -1.65373]],
  "forces_ev_per_a": [[1.3, -6.0, -1.4], [-0.3, -0.6, 0.0], [-0.5, 0.4, -0.7], [0.1, 2.1, 2.7], [-0.2, 0.2, 0.5], [0.5, -0.9, -1.2], [0.2, 5.0, 1.3], [-0.8, 4.6, -0.9], [-0.2, -2.1, 0.1], [-1.0, -1.3, 2.9], [2.4, 2.7, -0.5], [-1.5, -4.4, -0.2], [-1.2, -0.3, 0.2], [-0.8, -1.3, 0.1], [-1.4, 1.5, 1.6], [-1.2, -2.8, 1.3], [0.1, 1.2, 1.8], [-0.6, -0.3, -3.8], [-0.4, -0.2, 1.3], [-1.6, -1.2, -1.1], [-1.4, -0.1, 1.2], [-0.7, 2.0, 1.6], [0.1, -2.3, 0.6], [0.9, 4.0, 2.4], [1.1, 3.3, 0.3], [1.3, 0.0, -1.2], [0.3, -0.2, 0.2], [0.1, -0.7, 0.3], [0.5, 0.2, -0.6], [0.5, -1.0, -1.6], [1.3, -0.6, 0.6], [-0.8, -0.5, -1.0], [1.0, 1.4, 1.1], [0.0, 0.6, -1.1], [0.9, 0.1, -0.6], [0.0, -0.2, -2.2], [-0.3, -1.3, -0.1], [0.4, -0.1, 0.3], [-0.2, 0.7, -0.3], [0.4, 0.1, -0.6], [-0.4, -0.5, 0.0], [1.7, -0.4, -1.9], [0.0, 0.2, -1.0], [0.3, -0.9, -0.4]]
}

=====

Entry 3:
{
  "formula": "C17H19ClN6S",
  "method": "the ωB97M-V functional and the def2-TZVPD basis",
  "e_lumo_ev": 0.5,
  "multiplicity": 1,
  "de_lowest_ev": 0.000,
  "gap_ev": 8.502,
  "species": ["Cl", "S", "N", "N", "N", "N", "N", "N", "C", "C", "C", "C", "C", "C", "C", "C", "C", "C", "C", "C", "C", "C", "C", "C", "C", "H", "H", "H", "H", "H", "H", "H", "H", "H", "H", "H", "H", "H", "H", "H", "H", "H", "H", "H"],
  "coordinates": [[-2.18367, -5.65874, -3.94044], [2.71337, -0.73483, -1.39183], [-1.14095, -1.40205, -1.10840], [1.65467, 3.89431, 2.62680], [-1.27353, 0.77800, 0.81506], [2.61728, 3.78808, 4.59488], [-0.57861, 0.77053, 3.77319], [0.97658, 2.30615, 4.23087], [1.06180, -1.29820, -1.44364], [0.06237, 0.41121, 0.25397], [-1.15558, -4.40867, -3.27098], [-1.67932, -3.38981, -2.48326], [-1.36673, 2.17872, 1.32340], [-0.84594, -2.41280, -1.95904], [-2.43935, -1.09759, -0.47532], [0.02580, -0.72439, -0.75844], [0.51459, -2.40495, -2.21548], [0.03270, 1.91070, 3.41101], [-2.47966, 0.38330, -0.00624], [1.70667, 3.28956, 3.76224], [0.64505, 3.52884, 1.84165], [1.05206, -3.38643, -3.05626], [-0.23301, 2.52222, 2.20988], [0.21539, -4.36958, -3.62093], [2.66179, -0.05126, -3.08482], [-0.97194, 0.28190, 2.97186], [0.40522, 4.10184, 0.92924], [0.74005, 0.08541, 1.06443], [3.35859, 4.22143, 4.07625], [3.51502, 0.64984, -3.21160], [2.70437, -0.85131, -3.79526], [1.75407, 0.48892, -3.28476], [-2.60364, -1.69161, 0.41993], [2.12362, -3.40590, -3.22556], [0.56009, 1.27824, -0.21410], [-3.38996, 0.51053, 0.59699], [-2.61215, 1.03306, -0.87794], [-3.25620, -1.28229, -1.16309], [-2.24627, 2.30645, 1.95869], [2.88048, 3.12677, 5.27302], [0.64956, -5.12899, -4.25778], [-2.77951, -3.34401, -2.27866], [-1.38706, 2.92495, 0.51751], [-0.00816, 0.27247, 4.47296]],
  "forces_ev_per_a": [[0.2, 0.4, 0.2], [-0.3, 0.2, -0.6], [-0.9, 1.6, 1.5], [-0.7, 1.3, -3.1], [-1.0, -0.6, -0.3], [1.3, 0.9, 0.6], [-0.4, -1.1, 0.4], [-0.1, -0.2, 0.2], [-0.1, -0.4, 0.3], [-0.5, 0.0, -0.3], [0.7, 1.0, -0.2], [-2.0, -0.6, 0.0], [0.2, -0.9, -0.1], [-0.4, -0.8, -0.4], [0.9, 0.9, 0.5], [-0.5, -0.3, -0.2], [1.0, 0.2, 0.1], [0.4, -1.1, 0.5], [0.9, -0.1, 0.1], [0.1, 0.0, 1.2], [-0.8, 0.0, 0.4], [-0.6, -0.5, -0.3], [0.4, 1.5, -1.6], [0.4, 0.5, 0.9], [1.1, 0.7, 0.3], [0.0, -0.3, 0.4], [0.6, -0.3, 0.3], [-0.3, 0.3, -0.2], [0.3, 0.3, 0.3], [-0.4, -0.6, 0.0], [0.3, -0.4, -0.4], [-0.4, 0.3, 0.3], [0.2, -0.5, 0.0], [-0.1, 0.0, -0.2], [-0.2, -0.2, 0.0], [0.4, 0.0, 0.1], [0.2, 0.1, -0.2], [0.0, 0.0, -0.2], [-0.5, -0.4, -0.5], [0.6, -0.5, 1.1], [-0.1, 0.0, 0.0], [1.1, -0.2, -0.2], [-0.2, -0.1, -0.1], [-0.9, 0.1, -0.7]]
}